Record 1
# C4H7F

The molecule C4H7F at a distorted geometry (ωB97M-V/def2-TZVPD, OMol25).

Output
LUMO level (eV): 1.173

```
! RIJCOSX wB97M-V def2-TZVPD def2/J DEFGRID3
* xyz 0 1
C 1.825 -0.344 -0.285
C 0.479 0.317 0.262
C -1.160 -0.513 0.081
C -2.150 0.303 -0.004
F -3.380 -0.006 -0.323
H 1.845 -1.444 0.007
H 2.555 0.256 0.246
H 2.039 -0.215 -1.413
H 0.543 0.390 1.419
H 0.473 1.364 -0.097
H -1.043 -1.570 0.018
H -2.026 1.460 0.087
*
```



Record 2
# C4H7F2NO

The molecule C4H7F2NO at a distorted geometry (ωB97M-V/def2-TZVPD, OMol25).

Output
LUMO level (eV): 0.850

```
! RIJCOSX wB97M-V def2-TZVPD def2/J DEFGRID3
* xyz 0 1
C 2.743 0.222 0.641
N 2.021 -0.633 -0.321
C 0.586 -0.811 -0.083
C -0.197 0.362 -0.459
O 0.289 1.294 -1.046
C -1.661 0.293 -0.042
F -1.680 0.429 1.308
F -2.185 -0.933 -0.403
H 3.792 0.223 0.351
H 2.380 1.290 0.602
H 2.635 -0.142 1.667
H 2.360 -1.563 -0.305
H 0.340 -1.022 0.949
H 0.238 -1.678 -0.694
H -2.237 1.105 -0.450
*
```



Record 3
# C4H7F3I2O9P2Tl

A structure of composition C4H7F3I2O9P2Tl (ωB97M-V/def2-TZVPD, OMol25).

Output
LUMO level (eV): -5.412

```
! RIJCOSX wB97M-V def2-TZVPD def2/J DEFGRID3
* xyz 1 1
Tl 0.100 0.322 0.264
C 1.375 -2.208 -4.106
C 1.207 -1.865 -2.625
O 1.825 -2.817 -1.762
P -0.549 -2.031 -2.131
O -1.468 -1.524 -3.292
O -0.847 -3.572 -2.073
O -0.863 -1.329 -0.838
P 1.752 -0.149 -2.261
O 3.186 -0.158 -2.924
O 0.754 0.801 -2.834
O 1.954 -0.006 -0.735
H 0.940 -3.186 -4.317
H 2.437 -2.244 -4.346
H 0.905 -1.455 -4.738
H 2.784 -2.807 -1.890
H -1.996 -2.191 -3.745
H -0.263 -4.082 -1.498
H 3.734 0.622 -2.782
I -0.817 2.352 -1.410
I -2.357 3.640 0.357
F 1.043 -2.625 3.532
C 1.154 -1.580 2.754
F 0.834 -1.982 1.482
F 2.419 -1.182 2.720
C 0.237 -0.420 3.214
O -0.049 -0.327 4.365
O -0.172 0.443 2.284
*
```



Record 4
# C4H7FN2O

The molecule C4H7FN2O at a distorted geometry (ωB97M-V/def2-TZVPD, OMol25).

Output
LUMO level (eV): 0.820

```
! RIJCOSX wB97M-V def2-TZVPD def2/J DEFGRID3
* xyz 0 1
C 0.825 1.526 0.028
N -0.030 0.316 0.142
C 0.386 -0.739 0.641
N 1.446 -1.509 0.362
O 2.219 -0.810 -0.655
C -1.427 0.389 -0.078
C -2.182 -0.631 -0.395
F -3.509 -0.702 -0.083
H 0.891 1.795 -1.046
H 1.794 0.864 0.355
H 0.519 2.528 0.512
H -0.284 -1.212 1.240
H 3.035 -1.450 -0.661
H -1.917 1.349 0.173
H -1.767 -1.713 -0.535
*
```



Record 5
# C4H7FN2O

The molecule C4H7FN2O at a distorted geometry (ωB97M-V/def2-TZVPD, OMol25).

Output
LUMO level (spin up / spin down) (eV): 0.581 / -0.482

```
! RIJCOSX wB97M-V def2-TZVPD def2/J DEFGRID3
* xyz 0 1
C -0.123 1.620 -0.159
C 0.071 -0.757 -0.263
C 1.369 -0.627 -1.065
C -1.828 0.362 0.976
N -0.628 0.493 0.084
N 2.398 -0.155 -0.281
O -0.218 2.772 -0.357
F 2.500 -0.834 0.957
H -0.484 -1.463 -0.834
H 0.510 -1.193 0.608
H 1.501 -1.607 -1.372
H 1.370 0.131 -1.891
H -1.638 -0.187 1.815
H -2.067 1.320 1.361
H -2.731 0.127 0.420
*
```



Record 6
# C4H7FN2O

The molecule C4H7FN2O at a distorted geometry (ωB97M-V/def2-TZVPD, OMol25).

Output
LUMO level (eV): 0.408

```
! RIJCOSX wB97M-V def2-TZVPD def2/J DEFGRID3
* xyz 0 1
O 1.149 -1.662 1.148
C 0.358 -1.101 2.158
C 0.244 0.407 2.135
N -0.023 1.132 1.121
N -0.078 0.536 -0.111
C -0.454 1.225 -1.108
C -0.694 0.643 -2.473
F -0.442 -0.706 -2.461
H 0.674 -1.474 0.314
H 0.830 -1.375 3.097
H -0.662 -1.497 2.205
H 0.277 0.972 3.085
H -0.713 2.263 -0.990
H -1.691 0.880 -2.938
H 0.051 1.160 -3.157
*
```



Record 7
# C4H7FN2S

The molecule C4H7FN2S at a distorted geometry (ωB97M-V/def2-TZVPD, OMol25).

Output
LUMO level (eV): 0.338

```
! RIJCOSX wB97M-V def2-TZVPD def2/J DEFGRID3
* xyz 0 1
N 2.081 -1.546 0.024
N 1.899 -0.139 -0.330
C 0.899 0.683 -0.237
S 0.844 2.290 -0.226
C -0.420 -0.029 0.114
C -1.509 0.625 0.911
C -1.689 0.378 -0.593
F -2.923 -0.363 -0.636
H 1.594 -1.908 0.935
H 1.991 -2.120 -1.029
H 2.765 0.312 -0.869
H -0.307 -1.053 0.030
H -1.983 0.033 1.726
H -1.277 1.692 1.389
H -1.964 1.146 -1.209
*
```



Record 8
# C4H7FN3

The ion C4H7FN3 with charge +1 at a distorted geometry (ωB97M-V/def2-TZVPD, OMol25).

Output
LUMO level (eV): -3.379

```
! RIJCOSX wB97M-V def2-TZVPD def2/J DEFGRID3
* xyz 1 1
N 1.581 0.270 1.399
C 0.703 0.103 0.483
N 0.517 0.297 -0.787
C -0.795 0.168 -1.510
N -1.899 0.309 -0.667
C -1.965 0.064 0.550
C -0.851 -0.736 1.168
F -0.763 -0.649 2.509
H 1.318 -0.132 2.316
H 2.382 0.856 1.313
H 1.310 0.879 -1.194
H -1.069 -0.784 -1.912
H -0.802 0.852 -2.305
H -2.914 0.380 1.030
H -0.925 -1.835 0.781
*
```